28
Properties=species:S:1:pos:R:3:nbo_charge:R:1 method="wB97M-V/def2-TZVPD" e_homo_ev="-6.36 / -6.36" lumo_ha="-0.0070 / -0.0069" gap_ev="6.2 / 6.2"
C 2.02731 0.57369 -0.62698 0.310
C 0.97362 1.50808 -0.37975 -0.276
C -0.09982 1.09202 0.38275 0.718
C 1.11869 2.88868 -0.89859 -0.624
C -2.01826 1.58738 1.69707 -0.259
C 0.04432 -2.77187 1.99894 -0.290
C -2.03376 -1.31403 -2.15824 -0.253
O -0.33731 -0.11074 0.85985 -0.787
O 3.62034 -1.54075 -0.59836 -0.972
O 3.11384 0.88528 -1.22296 -0.577
O -1.06463 1.99303 0.70191 -0.494
O -0.95264 -2.47111 1.07620 -0.782
O -1.78967 -1.35165 -0.82252 -0.815
P -0.32273 -1.52264 -0.08428 1.652
S 4.33736 -0.41858 -1.21873 0.819
H 1.85782 -0.52947 -0.32685 0.209
H 1.98258 2.89659 -1.52793 0.237
H 1.22565 3.55112 -0.06418 0.224
H 0.17291 3.05817 -1.48331 0.222
H -2.49241 2.49014 1.86733 0.199
H -1.46919 1.15602 2.60175 0.204
H -2.67894 0.88338 1.04797 0.205
H -0.07296 -3.78291 2.31610 0.199
H 0.03328 -2.14537 2.92156 0.184
H 1.14086 -2.64761 1.60599 0.191
H -1.07026 -1.13672 -2.81398 0.177
H -2.84385 -0.48385 -2.38234 0.192
H -2.40215 -2.33627 -2.46841 0.184

***

22
Properties=species:S:1:pos:R:3:nbo_charge:R:1 method="wB97M-V/def2-TZVPD" e_homo_ev=-9.13 lumo_ha=0.0300 gap_ev=9.9
C -1.21824 1.34689 1.01642 -0.466
C -0.68799 1.12871 -0.37573 -0.273
C 0.63021 0.38974 -0.55439 -0.218
C 0.57711 -0.85022 0.37905 0.097
C -1.75882 0.27099 0.15966 0.004
C 1.82982 1.28555 -0.27553 -0.605
C 1.47871 -1.97516 -0.14519 -0.610
O -0.71013 -1.32696 0.47111 -0.593
P -3.37936 -0.26473 -0.35062 0.354
H -0.60465 1.07673 1.86152 0.240
H -1.86250 2.19661 1.19799 0.233
H -0.91536 1.85243 -1.14744 0.236
H 0.66971 0.03998 -1.59263 0.206
H 0.94820 -0.54765 1.37928 0.133
H 1.81117 2.15970 -0.92613 0.210
H 2.75929 0.74914 -0.45788 0.213
H 1.82489 1.62011 0.75801 0.205
H 1.55115 -2.76248 0.60471 0.216
H 2.47497 -1.59513 -0.36531 0.200
H 1.04091 -2.39524 -1.05019 0.211
H -3.53636 -1.18574 0.67413 0.006
H -2.92274 -1.21326 -1.26083 0.002